{
  "formula": "C2H2Cl2P2",
  "method": "wB97M-V/def2-TZVPD",
  "species": ["H", "P", "C", "Cl", "C", "P", "Cl", "H"],
  "xyz": [[1.50769, 1.84349, -1.20885], [0.50494, 0.86238, -1.24930], [0.42105, 0.67634, 0.44496], [1.45915, 1.59795, 1.52808], [-0.44675, -0.16342, 1.09892], [-1.40372, -0.99995, 2.01510], [-1.49659, -1.48060, -1.30849], [-0.54579, -2.33619, -1.32043]],
  "atomic_forces_ev_per_a": [[0.3, 0.2, 0.1], [0.0, 0.0, 0.5], [1.2, 1.1, -1.4], [-0.1, -0.1, -0.1], [-1.8, -1.5, 2.4], [1.1, 0.9, -0.9], [-0.5, -0.6, -0.7], [0.0, 0.0, 0.0]],
  "nbo_charge": [-0.05, 0.48, -0.52, 0.03, -0.60, 0.62, -0.24, 0.27],
  "e_above_lowest_kj_mol": 37.16,
  "e_homo_ev": -8.75,
  "fmax_ev_per_a": 3.4,
  "energy_ev": -45725.737,
  "smiles": "[H]/P=C(\\Cl)C#P.Cl",
  "charge": 0,
  "mol_weight_g_mol": 158.89
}